ORCA calculation (ωB97M-V/def2-TZVPD) on a molecular structure, C27H45N6O4STi.

As for the charge: +1. For the gap between HOMO and LUMO, the calculation gives 8.0 eV. The value obtained for the highest occupied orbital energy is -10.80 eV.

Structure (XYZ):
```
84
Properties=species:S:1:pos:R:3:forces:R:3
Ti 0.569 1.102 -0.300 0.371 -0.113 -0.372
C -2.296 -2.379 2.979 -0.028 0.049 0.043
C -1.761 -1.736 1.692 0.060 0.032 0.077
C -2.942 -1.596 0.723 -0.020 -0.007 0.045
C -2.838 -0.950 -0.674 -0.020 -0.004 0.017
C -3.026 0.565 -0.599 -0.047 0.064 0.012
C -3.989 -1.517 -1.519 -0.027 -0.026 -0.066
N -1.529 -1.157 -1.319 -0.003 -0.171 0.096
C -1.076 -2.494 -1.691 -0.078 -0.048 -0.068
C 0.237 -2.975 -1.056 0.096 0.073 -0.005
N 1.335 -2.008 -1.020 -0.028 0.036 0.110
C 1.877 -1.680 -2.317 -0.141 -0.094 0.048
C 2.367 -0.244 -2.450 -0.572 0.389 0.576
O 3.250 0.086 -3.179 0.227 0.113 -0.248
O 1.658 0.646 -1.708 0.874 -0.702 -1.050
C 2.343 -2.353 0.004 0.012 -0.026 0.037
C 2.925 -3.762 -0.165 0.048 -0.028 -0.078
C 3.507 -1.355 0.075 -0.108 0.113 -0.030
C 3.448 -0.115 1.006 -0.136 -0.051 0.121
C 4.197 1.039 0.341 0.030 0.074 0.027
C 4.200 -0.454 2.295 0.005 -0.050 0.060
N 2.038 0.403 1.306 -0.154 0.196 -0.551
C 1.424 0.094 2.636 -0.033 0.014 -0.189
C 0.264 -0.889 2.692 -0.022 0.008 -0.097
N -0.938 -0.535 1.948 -0.073 -0.052 -0.018
C -1.620 0.591 2.550 0.064 -0.106 -0.084
C -0.958 1.929 2.239 0.309 -0.237 -0.773
O -1.073 2.896 2.926 -0.011 0.269 0.162
O -0.227 1.918 1.097 -0.940 0.574 1.647
H -2.843 -3.295 2.751 0.011 0.029 0.008
H -2.986 -1.701 3.491 0.053 -0.067 -0.033
H -1.497 -2.643 3.675 -0.038 0.032 -0.053
H -1.064 -2.439 1.235 -0.017 0.037 0.038
H -3.780 -1.110 1.235 0.016 -0.014 -0.019
H -3.271 -2.631 0.585 -0.043 0.027 0.001
H -3.926 0.813 -0.033 -0.009 0.004 -0.049
H -3.143 0.989 -1.602 0.029 -0.033 0.067
H -2.178 1.055 -0.122 -0.065 -0.024 0.035
H -4.957 -1.290 -1.062 0.103 -0.020 -0.031
H -3.920 -2.604 -1.619 -0.002 0.081 -0.012
H -3.973 -1.076 -2.520 -0.028 -0.031 0.062
H -0.184 -0.276 -0.293 -0.300 -0.162 -0.039
H -1.485 -0.550 -2.125 -0.033 0.036 -0.138
H -0.987 -2.554 -2.780 -0.021 0.002 0.009
H -1.825 -3.245 -1.422 -0.018 0.017 -0.044
H 0.511 -3.893 -1.597 0.014 -0.006 0.043
H 0.047 -3.279 -0.025 0.071 0.024 -0.032
H 1.079 -1.790 -3.057 0.023 -0.001 -0.072
H 2.700 -2.320 -2.651 0.015 -0.065 -0.010
H 1.804 -2.319 0.955 0.058 -0.084 -0.032
H 3.551 -3.827 -1.062 -0.065 0.001 0.091
H 2.153 -4.528 -0.233 0.013 0.026 0.009
H 3.555 -4.005 0.693 -0.018 0.002 -0.050
H 3.797 -1.033 -0.925 -0.051 -0.052 0.002
H 4.367 -1.931 0.414 0.100 0.023 0.027
H 5.182 0.703 0.019 -0.007 0.012 0.028
H 4.338 1.861 1.049 0.012 -0.005 -0.036
H 3.684 1.415 -0.544 -0.061 -0.017 -0.052
H 5.245 -0.623 2.035 -0.010 -0.005 0.026
H 3.834 -1.367 2.771 0.026 0.039 -0.021
H 4.169 0.364 3.019 0.008 -0.025 -0.023
H 2.156 1.417 1.315 0.402 0.109 0.468
H 1.131 1.036 3.091 -0.039 0.113 0.012
H 2.181 -0.312 3.292 0.105 -0.032 0.124
H 0.050 -0.993 3.765 -0.024 -0.037 0.072
H 0.595 -1.870 2.355 0.011 -0.034 -0.043
H -1.673 0.539 3.641 -0.066 -0.040 0.117
H -2.644 0.655 2.178 -0.002 0.006 -0.010
N -0.558 1.100 -3.538 0.094 0.002 0.078
C -0.883 2.258 -2.889 -0.040 0.014 0.097
N -0.535 2.551 -1.658 0.185 0.100 0.097
C -1.048 3.835 -1.301 0.151 -0.322 0.045
C -0.830 4.535 -0.117 0.015 0.041 -0.024
C -1.421 5.775 0.047 -0.009 0.011 0.002
C -2.219 6.342 -0.946 -0.003 -0.020 -0.036
C -2.426 5.670 -2.137 -0.011 0.036 -0.010
C -1.829 4.426 -2.291 -0.111 0.010 -0.072
S -1.895 3.397 -3.691 -0.106 0.103 -0.146
H 0.340 0.723 -3.267 0.017 0.041 0.066
H -0.690 1.116 -4.537 -0.064 0.001 -0.039
H -0.216 4.133 0.669 0.018 -0.061 0.042
H -1.256 6.311 0.974 -0.009 -0.021 -0.054
H -2.670 7.314 -0.793 0.025 -0.057 -0.008
H -3.026 6.101 -2.930 0.039 -0.033 0.068
```
Forces are in eV/Å.


ORCA calculation (ωB97M-V/def2-TZVPD) on 8 unconnected molecules or ions with the total composition C27H46Br2Cl21FN3OP2S.

As for the charge: +1. For the gap between HOMO and LUMO, the calculation gives 5.7 eV. The value obtained for the highest occupied orbital energy is -10.36 eV.

Structure (XYZ):
```
104
Properties=species:S:1:pos:R:3:forces:R:3
C 2.557 3.562 -0.038 0.159 -0.770 -0.442
C 0.912 3.539 -0.340 1.136 -0.128 0.485
C 0.169 2.292 0.489 -0.648 2.080 0.620
N -0.379 1.215 -0.422 0.662 -1.341 0.390
C 0.431 -0.055 -0.402 0.113 -0.476 0.645
F 1.829 0.508 -0.525 -3.100 -2.032 0.092
C 0.224 -1.213 -1.540 -0.049 0.445 0.405
C 0.809 -0.828 -3.007 -0.028 0.147 -0.777
C -0.349 0.129 -3.744 -0.271 0.529 -0.025
C 0.172 1.704 -3.922 -1.361 -0.079 0.550
C -0.842 -0.469 -5.195 -1.056 0.437 0.132
N -0.420 -2.353 -1.042 3.121 3.766 -2.641
P -0.555 -3.602 -2.276 -0.218 -3.593 -1.199
S -1.940 -4.931 -2.077 0.071 0.573 0.260
C -0.852 -2.258 0.441 1.303 2.491 0.048
C -0.932 -3.681 1.206 -1.533 -1.365 -0.585
Br 0.644 -4.930 0.872 -0.482 1.993 -1.701
C -1.222 -3.734 2.790 -0.717 0.693 0.752
C -0.570 -2.625 3.763 0.181 -0.191 1.213
Br -0.540 -5.543 3.443 -1.475 1.112 0.957
N -2.088 -1.403 0.279 -1.544 -1.328 0.238
C -2.769 -1.015 1.553 -2.450 0.511 1.683
C -3.156 -2.035 -0.578 -5.130 -5.317 0.611
C -3.490 -1.603 -2.159 -0.413 -0.773 0.428
O -3.983 -3.001 -0.088 5.443 6.268 -2.540
C 0.265 -1.101 0.893 0.770 2.740 0.424
P 1.959 -1.650 1.590 0.655 -0.989 0.602
C 2.763 -0.088 2.435 -0.229 0.723 -0.566
C 3.139 -2.281 0.173 1.385 0.576 0.495
C 4.655 -1.743 0.630 -0.034 0.347 -0.075
H 3.044 4.592 -0.340 -1.128 -2.021 0.859
H 2.782 3.269 1.097 -0.549 0.964 -2.417
H 3.130 2.742 -0.684 -1.378 1.678 1.317
H 0.708 3.440 -1.502 0.379 0.177 2.555
H 0.504 4.580 0.038 0.610 -2.281 -0.776
H 0.831 1.898 1.377 -1.109 0.630 -1.888
H -0.778 2.805 1.003 2.230 -1.266 -1.187
H -1.394 1.075 -0.244 1.276 -0.416 -0.144
H 1.785 -0.141 -2.994 -2.164 -1.745 0.875
H 1.064 -1.719 -3.719 -0.599 1.472 1.663
H -1.269 0.186 -3.019 1.707 -0.189 -1.480
H 1.332 1.822 -3.823 -2.263 -0.214 -0.387
H -0.263 2.106 -4.942 1.225 -0.816 1.974
H -0.371 2.342 -3.075 1.447 -1.360 -1.766
H -1.990 -0.167 -5.313 2.617 -0.712 0.253
H -0.288 0.055 -6.089 -0.837 -1.253 1.852
H -0.798 -1.639 -5.281 0.114 2.272 0.149
H -0.690 -3.082 -3.644 0.419 0.528 1.621
H 0.725 -4.325 -2.293 -0.666 1.418 0.203
H -1.846 -4.268 0.704 2.132 1.376 0.937
H -2.397 -3.794 2.953 2.618 0.141 -0.426
H 0.579 -2.802 3.909 -2.261 0.290 -0.517
H -1.056 -2.756 4.845 0.945 0.231 -2.432
H -0.722 -1.502 3.470 0.026 -2.667 0.225
H -3.718 -0.357 1.245 2.149 -1.405 0.631
H -2.161 -0.357 2.300 -0.709 -1.292 -1.758
H -3.240 -1.923 2.169 1.218 1.843 -1.465
H -4.225 -2.424 -2.616 1.809 1.664 1.383
H -4.076 -0.590 -2.208 1.447 -2.088 0.354
H -2.537 -1.577 -2.838 -1.724 0.226 1.388
H -0.070 -0.319 1.726 0.173 -2.180 -1.533
H 1.876 0.527 2.926 2.149 -1.193 -1.119
H 3.491 -0.461 3.273 -1.529 0.667 -1.674
H 3.342 0.552 1.642 -1.192 -0.976 1.764
H 3.182 -3.447 0.255 -0.487 2.272 -0.458
H 2.852 -1.865 -0.881 0.682 -0.993 1.791
H 4.808 -1.878 1.806 -0.418 0.410 -2.660
H 5.524 -2.347 0.127 -1.860 1.116 0.783
H 4.763 -0.605 0.319 -0.151 -2.408 0.814
C -1.432 1.241 5.197 -0.315 0.246 0.332
Cl -0.064 0.575 4.289 -0.069 0.520 0.247
Cl -2.399 -0.061 5.910 0.112 0.178 -0.199
Cl -0.863 2.353 6.453 -0.105 -0.203 -0.320
H -2.066 1.800 4.504 0.223 -0.170 0.191
C -4.401 2.179 -4.360 -0.301 0.248 -0.254
Cl -3.613 1.577 -2.892 0.069 0.582 -0.123
Cl -4.187 1.034 -5.696 -0.142 0.229 0.150
Cl -6.123 2.475 -4.065 0.377 -0.044 -0.031
H -3.932 3.125 -4.640 -0.127 -0.331 0.115
C -4.335 3.143 2.677 -0.428 0.200 0.211
Cl -2.967 2.477 1.769 -0.205 0.113 0.110
Cl -5.301 1.840 3.390 0.189 0.146 -0.145
Cl -3.765 4.255 3.933 -0.029 -0.222 -0.253
H -4.969 3.702 1.984 0.249 -0.198 0.202
C 7.124 -4.819 1.662 0.171 -0.048 0.013
Cl 7.704 -4.890 -0.010 -0.091 -0.015 0.217
Cl 7.808 -3.414 2.499 -0.108 -0.199 -0.088
Cl 5.354 -4.767 1.705 0.102 -0.252 0.120
H 7.455 -5.722 2.181 -0.134 0.316 -0.181
C -0.306 7.070 -2.109 0.141 0.141 0.066
Cl -1.383 5.670 -2.248 -0.052 0.075 -0.047
Cl 0.118 7.362 -0.414 -0.133 -0.151 -0.361
Cl 1.154 6.831 -3.083 -0.205 0.023 0.098
H -0.834 7.949 -2.488 0.168 -0.316 0.133
C -0.453 10.191 2.451 -0.023 0.166 -0.008
Cl -2.149 10.692 2.350 0.245 -0.056 0.043
Cl -0.333 8.511 3.003 0.022 0.128 -0.007
Cl 0.349 10.390 0.884 -0.044 0.196 0.324
H 0.052 10.829 3.180 -0.176 -0.242 -0.252
C 2.041 -8.460 -0.662 -0.056 -0.218 -0.047
Cl 1.412 -9.725 0.408 0.122 0.217 -0.201
Cl 0.711 -7.591 -1.446 0.123 -0.142 -0.036
Cl 3.071 -7.337 0.241 0.010 -0.047 -0.087
H 2.646 -8.935 -1.438 -0.192 0.181 0.285
```
Forces are in eV/Å.


ORCA calculation (ωB97M-V/def2-TZVPD) on a molecular structure, C27H46Br3Cl6F7MgN2NaO13P3S.

For the gap between HOMO and LUMO, the calculation gives 1.1 eV. The value obtained for the highest occupied orbital energy is -6.35 eV.

Structure (XYZ):
```
110
Properties=species:S:1:pos:R:3:forces:R:3
C -0.571 -5.835 2.309 -0.209 -0.171 -0.975
C -0.660 -4.422 1.590 0.380 -0.298 1.002
C 0.570 -3.490 1.982 -0.436 0.094 -0.780
C 1.486 -3.092 0.745 -0.963 0.274 0.655
C 2.541 -1.998 1.179 0.649 0.329 -0.928
C 4.078 -2.451 1.014 -0.910 -0.502 0.920
C 4.602 -2.934 2.459 -0.218 0.398 -2.199
C 4.192 -4.450 2.563 0.853 0.289 1.493
C 4.460 -5.142 3.996 -0.517 0.665 -0.479
N 5.590 -6.132 3.863 -2.359 -1.724 -0.261
P 5.109 -7.664 3.133 0.880 -3.831 0.307
O 4.223 -7.522 1.735 0.271 0.958 2.327
O 4.416 -8.727 4.224 0.025 2.361 -2.174
S 6.797 -8.533 2.600 -0.194 1.832 -0.483
P 2.792 -5.904 4.559 -1.759 1.208 3.213
N 1.775 -4.842 5.122 0.303 -0.974 -0.976
C 4.994 -4.048 5.022 -0.690 4.449 3.479
O 6.225 -4.025 5.311 0.130 -2.260 -2.145
O 4.234 -3.155 5.526 0.465 -3.087 -2.529
H 0.248 -6.448 1.820 -0.793 0.652 0.566
H -0.352 -5.758 3.406 -0.286 0.172 -1.012
H -1.535 -6.398 2.135 1.023 0.458 0.391
H -0.671 -4.597 0.463 1.044 -0.090 2.144
H -1.622 -3.925 1.924 0.894 -0.472 -0.569
H 0.152 -2.530 2.393 0.571 -0.980 -0.180
H 1.131 -4.016 2.802 -0.452 0.711 -0.593
H 1.926 -4.016 0.273 -0.186 0.886 0.392
H 0.789 -2.625 -0.023 0.815 -0.540 0.640
H 2.336 -1.683 2.239 0.260 -0.350 -0.979
H 2.397 -1.076 0.533 0.129 -1.110 0.786
H 4.710 -1.631 0.567 -0.759 -0.997 0.527
H 4.065 -3.376 0.357 0.304 1.243 0.223
H 4.112 -2.255 3.199 0.777 -1.097 -0.116
H 5.733 -2.802 2.454 -1.137 -0.241 0.516
H 4.863 -5.016 1.785 -1.436 0.539 0.105
H 3.109 -4.633 2.297 1.275 0.326 -0.264
H 5.980 -6.401 4.791 0.127 0.721 -0.347
H 3.404 -6.990 1.856 0.093 -0.349 -0.029
H 3.816 -9.320 3.724 0.135 0.074 0.476
H 3.038 -6.915 5.548 0.443 0.067 -0.775
H 2.128 -6.557 3.452 1.135 -0.036 -0.413
H 1.547 -5.094 6.096 0.231 0.386 -0.150
Na -1.817 -4.277 -0.767 -1.057 0.250 -1.129
F 0.981 -8.588 8.878 -1.093 -0.426 1.316
P 2.030 -7.362 8.705 -0.169 -0.131 1.694
F 1.683 -5.875 8.133 -0.041 0.767 -2.114
F 1.776 -7.882 7.188 1.091 0.200 -2.573
F 3.564 -7.069 8.233 0.755 1.367 -1.621
F 2.933 -8.100 9.831 -0.475 -1.340 1.076
F 1.252 -6.651 9.933 0.017 -0.405 1.600
C 3.725 0.932 -2.283 -0.455 0.942 -0.017
Cl 2.413 -0.271 -2.175 -0.055 -0.348 -0.043
Cl 3.064 2.552 -2.090 0.496 0.015 -0.427
Cl 4.909 0.614 -0.997 0.167 -0.151 0.066
Cl 4.515 0.799 -3.865 -0.052 -0.150 0.205
Mg 6.605 -5.545 2.231 1.040 -0.295 0.782
O 0.081 2.678 -4.744 -0.440 0.226 0.311
C 0.311 3.861 -4.625 0.693 -0.039 -0.507
O -0.560 4.658 -3.989 -0.519 -0.385 0.397
C -0.281 6.021 -3.640 0.343 0.366 -0.044
C -0.583 6.955 -4.794 -0.080 -0.023 -0.192
C 1.527 4.477 -5.257 0.314 0.265 0.100
H 0.742 6.128 -3.267 0.074 -0.176 -0.123
H -0.941 6.261 -2.803 -0.070 -0.265 -0.062
H 0.046 6.740 -5.660 0.081 0.051 0.100
H -0.422 7.995 -4.501 0.012 -0.032 0.001
H -1.620 6.837 -5.119 -0.006 0.032 0.089
H 1.313 4.693 -6.307 -0.112 -0.093 -0.007
H 2.347 3.763 -5.196 -0.127 0.029 -0.029
H 1.872 5.379 -4.758 0.102 -0.114 0.091
C -0.075 13.441 -3.432 0.332 0.085 0.232
O -1.022 13.275 -4.487 -0.074 -0.125 -0.175
C -1.085 12.030 -4.974 -0.066 0.101 0.014
O -0.431 11.091 -4.602 -0.082 0.123 -0.082
O -2.005 12.010 -5.947 0.077 0.121 0.118
C -2.178 10.733 -6.560 -0.104 -0.319 -0.193
H -0.110 14.482 -3.115 -0.214 -0.036 -0.195
H -0.334 12.812 -2.581 0.146 -0.087 -0.160
H 0.934 13.219 -3.782 -0.098 -0.141 0.033
H -2.519 9.998 -5.828 0.181 0.020 -0.007
H -1.252 10.404 -7.033 -0.017 -0.048 0.180
H -2.943 10.837 -7.328 0.034 0.247 0.122
C -3.427 12.161 -1.382 0.032 -0.082 0.028
Br -4.213 13.003 -2.937 0.148 -0.096 0.191
Br -2.637 10.452 -1.815 -0.079 0.301 0.011
Br -2.167 13.331 -0.491 -0.227 -0.102 -0.021
H -4.234 11.972 -0.683 0.151 0.071 -0.131
Cl -9.530 10.884 -2.372 0.012 -0.030 0.015
C -9.119 12.109 -1.146 -0.022 0.110 0.123
C -7.660 12.502 -1.197 -0.089 0.258 -0.050
Cl -6.587 11.178 -0.678 -0.159 -0.131 0.017
H -9.393 11.713 -0.168 0.080 -0.045 -0.103
H -9.743 12.981 -1.348 0.108 -0.017 -0.032
H -7.478 13.340 -0.523 -0.062 -0.078 0.011
H -7.361 12.805 -2.201 -0.002 -0.144 0.053
F 3.143 5.148 -2.877 -0.401 -0.276 0.134
C -4.494 -10.630 -1.661 -0.222 0.000 0.129
C -3.571 -9.750 -2.056 0.473 -0.734 -0.362
C -3.740 -8.284 -1.823 -0.575 0.458 0.273
O -2.860 -7.514 -2.185 0.280 -0.041 0.061
C -4.964 -7.829 -1.172 0.581 0.054 -0.226
C -5.892 -8.708 -0.778 -0.728 0.881 0.429
C -5.711 -10.178 -0.986 0.290 -0.754 -0.238
O -6.568 -10.944 -0.597 -0.130 0.403 0.089
O -7.025 -8.311 -0.179 0.648 -0.803 -0.376
O -2.443 -10.145 -2.683 -0.451 0.780 0.358
H -4.382 -11.694 -1.822 0.013 0.027 0.003
H -5.082 -6.764 -1.025 -0.085 -0.030 -0.001
H -7.526 -9.130 0.007 -0.074 0.099 0.054
H -1.942 -9.328 -2.863 0.031 -0.143 -0.073
```
Forces are in eV/Å.